The following is a DFT calculation (ωB97M-V/def2-TZVPD) of an isolated molecule of C27H31F3N6O2.

Summary:
F_max in hartree/bohr: 0.01566
E_LUMO in eV: 0.44
SMILES: CCN1CCN(Cc2ccc(NC(=O)c3ccc(C)c(NC(=O)c4nccn4C)c3)cc2C(F)(F)F)CC1
Net charge: 0
HOMO in Eh: -0.295
HOMO-LUMO gap in eV: 8.48
Energy in Ha: -1826.158763

Each line ends with the natural charge from an NBO analysis.
Positions of all 69 atoms, in Å:
C 6.40 -0.66 -1.70  -0.63
H 7.45 -0.62 -1.99  0.21
H 5.81 -0.25 -2.51  0.20
H 6.27 -0.04 -0.82  0.20
C 6.02 -2.12 -1.41  -0.20
N 4.67 -2.41 -1.00  -0.45
C 4.24 -1.98 0.31  -0.22
C 3.54 -0.61 0.33  -0.25
N 2.43 -0.63 -0.60  -0.45
C 2.91 -0.89 -1.94  -0.23
C 3.61 -2.26 -1.97  -0.22
H 4.00 -2.46 -2.97  0.20
H 2.85 -3.02 -1.74  0.19
H 2.06 -0.92 -2.63  0.20
H 3.60 -0.10 -2.28  0.16
C 1.66 0.60 -0.53  -0.26
C 0.91 0.69 0.77  0.10
C 0.32 -0.47 1.27  -0.24
C -0.42 -0.46 2.44  -0.15
C -0.61 0.73 3.13  0.12
C 0.00 1.89 2.67  -0.20
C 0.75 1.86 1.50  -0.17
C 1.37 3.15 1.03  0.98
F 2.72 3.10 1.02  -0.33
F 1.01 3.49 -0.23  -0.33
F 1.05 4.20 1.79  -0.32
H -0.13 2.81 3.21  0.23
N -1.41 0.78 4.28  -0.62
C -2.61 0.17 4.52  0.68
O -3.10 0.19 5.63  -0.59
C -3.26 -0.48 3.35  -0.15
C -3.26 0.14 2.10  -0.22
C -3.84 -0.47 1.00  0.21
C -4.51 -1.70 1.16  -0.04
C -4.55 -2.27 2.42  -0.19
C -3.94 -1.68 3.51  -0.19
H -3.96 -2.15 4.48  0.23
H -5.07 -3.21 2.55  0.21
C -5.16 -2.38 -0.01  -0.64
H -5.95 -1.75 -0.43  0.22
H -5.59 -3.32 0.29  0.23
H -4.43 -2.57 -0.80  0.22
N -3.77 0.11 -0.26  -0.62
C -2.89 1.04 -0.71  0.65
O -2.03 1.60 -0.04  -0.63
C -3.12 1.30 -2.14  0.22
N -4.02 0.63 -2.85  -0.46
C -3.95 1.12 -4.10  -0.08
C -2.99 2.09 -4.16  -0.08
N -2.46 2.20 -2.92  -0.29
C -1.42 3.12 -2.52  -0.43
H -0.52 2.93 -3.11  0.21
H -1.75 4.14 -2.69  0.21
H -1.20 2.97 -1.47  0.27
H -2.65 2.70 -4.98  0.22
H -4.58 0.74 -4.88  0.21
H -4.36 -0.27 -0.99  0.44
H -2.79 1.10 1.97  0.25
H -1.09 1.39 5.02  0.41
H -0.86 -1.38 2.81  0.22
H 0.47 -1.39 0.73  0.24
H 0.92 0.59 -1.34  0.21
H 2.30 1.48 -0.68  0.19
H 3.16 -0.42 1.33  0.21
H 4.25 0.19 0.07  0.16
H 5.10 -1.97 0.98  0.20
H 3.52 -2.72 0.68  0.19
H 6.67 -2.50 -0.62  0.19
H 6.21 -2.71 -2.31  0.19



The following is a DFT calculation (ωB97M-V/def2-TZVPD) of an isolated molecule of C27H31N3O2.

Summary:
F_max in hartree/bohr: 0.01512
E_LUMO in eV: 0.79
SMILES: O=C(NCCc1ccccn1)c1ccc(OC2CCN(CCc3ccccc3)CC2)cc1
Net charge: 0
HOMO in Eh: -0.298
Energy relative to the best compared isomer or geometry (same formula, charge and spin) in kcal/mol: 11.2
HOMO-LUMO gap in eV: 8.91
Energy in Ha: -1362.238508

Each line ends with the natural charge from an NBO analysis.
Positions of all 63 atoms, in Å:
O -2.55 3.20 -1.61  -0.63
C -2.40 2.74 -0.49  0.68
N -2.95 3.30 0.62  -0.62
H -2.99 2.73 1.45  0.40
C -4.03 4.26 0.47  -0.21
H -3.95 5.01 1.26  0.20
H -3.90 4.72 -0.51  0.23
C -5.40 3.56 0.55  -0.44
C -5.41 2.41 -0.42  0.22
N -4.93 1.26 0.05  -0.46
C -4.81 0.24 -0.78  0.04
C -5.17 0.30 -2.11  -0.27
C -5.68 1.49 -2.60  -0.16
C -5.80 2.57 -1.74  -0.24
H -6.18 3.51 -2.09  0.22
H -5.96 1.58 -3.64  0.22
H -5.05 -0.57 -2.75  0.22
H -4.41 -0.66 -0.34  0.20
H -6.18 4.28 0.31  0.22
H -5.55 3.17 1.56  0.22
C -1.58 1.52 -0.24  -0.18
C -1.47 0.59 -1.26  -0.15
C -0.77 -0.59 -1.09  -0.27
C -0.13 -0.85 0.12  0.32
C -0.21 0.11 1.14  -0.26
C -0.93 1.27 0.97  -0.16
H -0.95 2.00 1.77  0.21
H 0.31 -0.10 2.06  0.22
O 0.56 -1.97 0.43  -0.51
C 0.83 -2.95 -0.56  0.10
C 1.93 -2.49 -1.52  -0.43
C 3.23 -2.26 -0.75  -0.23
N 3.63 -3.49 -0.11  -0.46
C 5.00 -3.53 0.36  -0.19
H 5.63 -3.18 -0.46  0.19
C 5.35 -2.73 1.64  -0.45
C 5.14 -1.25 1.50  -0.03
C 4.14 -0.59 2.20  -0.18
C 3.93 0.77 2.03  -0.21
C 4.73 1.49 1.16  -0.23
C 5.74 0.85 0.47  -0.20
C 5.95 -0.51 0.64  -0.22
H 6.75 -1.00 0.10  0.21
H 6.38 1.41 -0.20  0.21
H 4.56 2.55 1.02  0.21
H 3.14 1.26 2.58  0.21
H 3.51 -1.14 2.88  0.20
H 6.40 -2.93 1.86  0.22
H 4.75 -3.10 2.48  0.21
H 5.24 -4.58 0.55  0.19
C 2.65 -3.91 0.88  -0.23
C 1.32 -4.20 0.18  -0.40
H 1.45 -5.00 -0.54  0.21
H 0.58 -4.49 0.92  0.21
H 3.01 -4.81 1.37  0.20
H 2.48 -3.13 1.64  0.17
H 4.02 -1.95 -1.45  0.20
H 3.07 -1.44 -0.04  0.19
H 2.08 -3.26 -2.28  0.21
H 1.64 -1.56 -2.02  0.22
H -0.09 -3.19 -1.11  0.18
H -0.73 -1.29 -1.91  0.21
H -1.96 0.80 -2.20  0.24



The following is a DFT calculation (ωB97M-V/def2-TZVPD) of an isolated molecule of C27H31N3O3 in a non-equilibrium geometry.

Summary:
F_max in hartree/bohr: 0.02830
E_LUMO in eV: 0.70
SMILES: COCCOC1CCN(Cc2cn(Cc3ccccc3)nc2-c2cc3ccccc3o2)CC1
Net charge: 0
HOMO in Eh: -0.287
Energy relative to the best compared isomer or geometry (same formula, charge and spin) in kcal/mol: 94.6
HOMO-LUMO gap in eV: 8.51
Energy in Ha: -1437.407279

Each line ends with the natural charge from an NBO analysis.
Positions of all 64 atoms, in Å:
C 5.04 1.87 3.60  -0.25
H 4.93 2.21 4.63  0.19
O 5.02 0.47 3.65  -0.54
C 5.31 -0.17 2.43  -0.07
C 4.13 -0.19 1.46  -0.09
O 4.57 -0.83 0.28  -0.54
C 3.57 -1.30 -0.61  0.11
C 2.54 -0.24 -1.01  -0.46
C 1.57 -0.84 -2.04  -0.22
N 0.89 -2.03 -1.59  -0.44
C 1.85 -3.04 -1.18  -0.21
C 2.84 -2.55 -0.11  -0.46
H 2.29 -2.32 0.81  0.20
H 3.57 -3.33 0.12  0.22
H 1.31 -3.91 -0.82  0.20
H 2.42 -3.32 -2.07  0.19
C -0.15 -1.79 -0.58  -0.27
C -1.20 -0.88 -1.12  -0.05
C -2.06 -1.15 -2.17  -0.04
N -2.81 -0.04 -2.36  -0.14
N -2.50 0.92 -1.51  -0.26
C -1.52 0.44 -0.74  0.03
C -0.95 1.27 0.29  0.29
C -1.24 2.58 0.58  -0.27
C -0.42 2.93 1.69  -0.13
C -0.24 4.08 2.45  -0.18
C 0.67 4.04 3.49  -0.23
C 1.38 2.87 3.79  -0.22
C 1.22 1.72 3.05  -0.28
C 0.31 1.77 2.00  0.34
O -0.01 0.77 1.14  -0.44
H 1.77 0.82 3.28  0.23
H 2.07 2.87 4.62  0.22
H 0.83 4.92 4.10  0.21
H -0.79 4.98 2.23  0.21
H -1.94 3.19 0.05  0.24
C -3.90 0.13 -3.29  -0.25
C -5.15 -0.52 -2.76  0.05
C -5.85 -1.47 -3.50  -0.24
C -6.99 -2.05 -2.99  -0.20
C -7.45 -1.70 -1.73  -0.22
C -6.76 -0.76 -0.98  -0.19
C -5.62 -0.17 -1.49  -0.24
H -5.07 0.56 -0.92  0.23
H -7.11 -0.49 0.00  0.21
H -8.34 -2.16 -1.34  0.21
H -7.53 -2.78 -3.58  0.21
H -5.49 -1.74 -4.48  0.21
H -3.62 -0.31 -4.25  0.21
H -4.05 1.20 -3.40  0.24
H -2.18 -2.03 -2.77  0.22
H -0.60 -2.77 -0.36  0.21
H 0.24 -1.38 0.35  0.20
H 0.82 -0.09 -2.31  0.21
H 2.12 -1.10 -2.95  0.19
H 1.98 0.08 -0.13  0.21
H 3.04 0.63 -1.44  0.22
H 4.15 -1.58 -1.50  0.18
H 3.80 0.83 1.24  0.17
H 3.30 -0.73 1.93  0.16
H 6.17 0.31 1.93  0.17
H 5.58 -1.19 2.68  0.19
H 6.00 2.24 3.21  0.17
H 4.23 2.28 3.00  0.17



The following is a DFT calculation (ωB97M-V/def2-TZVPD) of an isolated molecule of C27H31N3O4S.

Summary:
F_max in hartree/bohr: 0.01214
E_LUMO in eV: 0.53
SMILES: CCOc1ccc(NC(=O)CN(C)C(=O)c2cccnc2Sc2ccc(C)c(C)c2)cc1OCC
Net charge: 0
HOMO in Eh: -0.278
Energy relative to the best compared isomer or geometry (same formula, charge and spin) in kcal/mol: 20.0
HOMO-LUMO gap in eV: 8.09
Energy in Ha: -1910.906989

Each line ends with the natural charge from an NBO analysis.
Positions of all 66 atoms, in Å:
C -7.35 -0.36 -0.47  -0.62
C -5.83 -0.35 -0.42  -0.05
O -5.44 0.84 0.25  -0.51
C -4.16 1.32 0.15  0.23
C -4.03 2.68 0.40  -0.22
C -2.80 3.32 0.35  -0.25
C -1.67 2.58 0.04  0.13
C -1.79 1.21 -0.20  -0.29
C -3.01 0.56 -0.14  0.31
O -3.16 -0.79 -0.30  -0.52
C -2.04 -1.61 -0.56  -0.06
C -1.58 -1.57 -2.01  -0.64
H -2.40 -1.88 -2.67  0.21
H -1.27 -0.57 -2.30  0.21
H -0.75 -2.25 -2.15  0.22
H -1.21 -1.36 0.11  0.18
H -2.38 -2.62 -0.31  0.19
H -0.89 0.66 -0.42  0.20
N -0.39 3.15 -0.07  -0.61
C 0.00 4.40 0.26  0.67
O -0.70 5.27 0.72  -0.60
C 1.49 4.66 -0.03  -0.32
N 2.36 3.55 0.28  -0.43
C 3.09 2.99 -0.71  0.67
O 3.00 3.34 -1.87  -0.60
C 4.00 1.86 -0.33  -0.19
C 5.38 2.02 -0.34  -0.12
C 6.19 0.92 -0.10  -0.27
C 5.59 -0.31 0.12  0.06
N 4.28 -0.48 0.12  -0.45
C 3.51 0.57 -0.10  0.08
S 1.77 0.32 -0.08  0.25
C 1.68 -1.47 -0.04  -0.16
C 2.13 -2.20 -1.12  -0.20
C 2.01 -3.58 -1.09  -0.20
C 1.43 -4.22 0.00  0.00
C 0.97 -3.47 1.08  -0.01
C 1.10 -2.09 1.05  -0.21
H 0.76 -1.49 1.88  0.22
C 0.33 -4.13 2.26  -0.63
H 1.03 -4.83 2.73  0.22
H 0.03 -3.40 3.00  0.22
H -0.54 -4.70 1.96  0.22
C 1.30 -5.72 0.00  -0.63
H 1.70 -6.14 -0.91  0.22
H 1.83 -6.14 0.85  0.22
H 0.25 -6.01 0.09  0.22
H 2.36 -4.16 -1.92  0.21
H 2.57 -1.71 -1.97  0.23
H 6.17 -1.20 0.30  0.20
H 7.27 1.02 -0.10  0.23
H 5.80 3.00 -0.53  0.23
C 2.48 3.23 1.68  -0.41
H 1.52 2.87 2.07  0.21
H 2.77 4.12 2.25  0.20
H 3.23 2.46 1.84  0.22
H 1.78 5.55 0.53  0.22
H 1.59 4.86 -1.10  0.27
H 0.32 2.52 -0.43  0.41
H -2.73 4.37 0.56  0.25
H -4.92 3.23 0.63  0.23
H -5.41 -0.36 -1.44  0.17
H -5.46 -1.23 0.12  0.18
H -7.75 -0.32 0.54  0.21
H -7.70 -1.26 -0.96  0.21
H -7.71 0.51 -1.02  0.21



The following is a DFT calculation (ωB97M-V/def2-TZVPD) of a structure of composition C27H31N4P2SY in a non-equilibrium geometry.

Summary:
F_max in hartree/bohr: 0.02301
E_LUMO in eV: -6.48
Net charge: +2
HOMO in Eh: -0.492
HOMO-LUMO gap in eV: 6.91
Energy in Ha: -2385.313764

Each line ends with the natural charge from an NBO analysis.
Positions of all 66 atoms, in Å:
Y -0.07 1.18 -0.07  1.90
N 1.88 -8.36 3.70  -0.23
C 1.67 -7.32 3.26  0.24
C 1.42 -6.02 2.72  -0.14
C 0.44 -5.20 3.27  -0.15
C 0.20 -3.95 2.74  -0.16
C 0.94 -3.50 1.65  -0.11
C 1.92 -4.32 1.10  -0.20
C 2.16 -5.57 1.62  -0.15
C 0.69 -2.14 1.08  0.26
C 1.61 -1.15 1.42  -0.02
C 2.72 -1.29 2.28  -0.13
C 3.36 -0.07 2.34  -0.30
C 2.63 0.79 1.52  0.05
N 1.57 0.17 0.96  -0.75
C -0.45 -2.01 0.27  -0.02
C -1.36 -3.05 -0.05  -0.14
C -2.35 -2.50 -0.84  -0.30
C -2.03 -1.15 -0.99  0.04
N -0.90 -0.83 -0.34  -0.76
H -0.13 -5.55 4.12  0.25
H -0.56 -3.31 3.17  0.22
H 2.50 -3.97 0.25  0.22
H 2.92 -6.21 1.19  0.25
H 3.00 -2.20 2.79  0.25
H 4.25 0.18 2.90  0.25
H 2.85 1.83 1.29  0.22
H -1.27 -4.07 0.27  0.25
H -3.21 -3.00 -1.26  0.25
H -2.58 -0.42 -1.57  0.21
C -3.63 2.23 -2.10  -0.92
P -2.01 2.77 -1.46  0.70
C -1.46 3.94 -2.75  -0.92
C -2.54 3.91 -0.10  -0.69
C -1.36 4.52 0.66  -0.69
P -0.48 3.29 1.71  0.70
C -1.62 3.03 3.11  -0.92
C 0.87 4.27 2.44  -0.91
H -4.22 3.11 -2.38  0.26
H -4.18 1.66 -1.36  0.25
H -3.50 1.61 -2.99  0.25
H -2.09 4.84 -2.72  0.25
H -1.58 3.47 -3.73  0.25
H -0.42 4.21 -2.63  0.26
H -3.18 3.34 0.58  0.24
H -3.16 4.69 -0.54  0.26
H -1.70 5.34 1.30  0.26
H -0.63 4.94 -0.04  0.24
H -1.94 3.99 3.51  0.26
H -1.10 2.48 3.89  0.26
H -2.49 2.45 2.82  0.25
H 0.45 5.16 2.91  0.26
H 1.58 4.56 1.67  0.25
H 1.38 3.67 3.19  0.26
S 1.67 2.03 -1.95  -0.30
C 1.39 0.69 -3.00  0.10
N 2.16 -0.42 -2.87  -0.46
C 2.05 -1.51 -3.66  0.09
C 1.12 -1.54 -4.66  -0.24
C 0.31 -0.42 -4.85  -0.08
C 0.44 0.68 -4.03  -0.25
H 2.88 -0.39 -2.16  0.45
H 2.73 -2.33 -3.47  0.25
H 1.03 -2.41 -5.29  0.27
H -0.42 -0.41 -5.66  0.25
H -0.15 1.58 -4.17  0.25



The following is a DFT calculation (ωB97M-V/def2-TZVPD) of a structure of composition C27H31N6ORh in a non-equilibrium geometry.

Summary:
F_max in hartree/bohr: 0.07809
E_LUMO (spin up / spin down) in eV: -6.43 / -6.43
Net charge: +2
HOMO (spin up / spin down) in Eh: -0.518 / -0.518
Energy relative to the best compared isomer or geometry (same formula, charge and spin) in kcal/mol: 36.3
HOMO-LUMO gap (spin up / spin down) in eV: 7.66 / 7.66
Energy in Ha: -1561.291227

Each line ends with the natural charge from an NBO analysis.
Positions of all 66 atoms, in Å:
Rh 1.26 -0.30 0.25  1.02
C 4.49 1.16 -2.16  -0.23
C 5.51 0.29 -1.82  -0.10
C 5.23 -0.83 -1.05  -0.20
C 3.93 -1.04 -0.63  0.18
N 2.95 -0.19 -0.95  -0.42
C 3.22 0.89 -1.70  0.09
C 3.51 -2.17 0.22  0.16
C 4.28 -3.30 0.45  -0.20
C 3.79 -4.30 1.28  -0.11
C 2.55 -4.14 1.87  -0.23
C 1.83 -2.99 1.59  0.08
N 2.29 -2.05 0.76  -0.44
H 4.67 2.04 -2.77  0.26
H 6.53 0.48 -2.14  0.25
H 6.02 -1.52 -0.77  0.24
H 2.37 1.52 -1.94  0.25
H 5.25 -3.40 -0.02  0.24
H 4.38 -5.18 1.46  0.25
H 2.14 -4.89 2.52  0.25
H 0.85 -2.82 2.02  0.23
C 1.81 1.00 1.66  -0.58
H 1.53 1.97 1.25  0.21
H 2.89 0.90 1.78  0.20
H 1.28 0.74 2.57  0.19
C -2.33 -4.49 -1.07  -0.66
C -1.88 -3.33 -0.24  0.22
C -2.43 -2.76 0.89  -0.34
C -1.58 -1.68 1.22  0.20
N -0.58 -1.61 0.35  -0.39
N -0.78 -2.62 -0.53  -0.34
C -1.69 -0.72 2.35  -0.65
H -3.35 -4.75 -0.83  0.25
H -1.70 -5.37 -0.88  0.25
H -2.27 -4.26 -2.14  0.24
H -3.31 -3.08 1.41  0.25
H -0.14 -2.75 -1.30  0.42
H -2.27 0.16 2.06  0.23
H -0.70 -0.38 2.67  0.22
H -2.19 -1.18 3.21  0.25
C -4.15 2.60 -0.27  -0.43
N -3.09 1.77 -0.85  -0.14
N -1.77 1.91 -0.49  -0.22
C -1.04 0.99 -1.17  0.58
O 0.25 0.90 -1.04  -0.75
C -1.93 0.24 -1.94  -0.40
C -3.20 0.75 -1.71  0.27
C -4.52 0.30 -2.23  -0.66
C -1.29 3.12 0.13  0.16
C -1.24 4.29 -0.62  -0.22
C -0.78 5.45 -0.03  -0.19
C -0.38 5.44 1.30  -0.18
C -0.44 4.27 2.04  -0.19
C -0.90 3.10 1.45  -0.24
H -3.80 3.01 0.67  0.24
H -5.02 1.98 -0.09  0.24
H -4.41 3.41 -0.94  0.23
H -1.67 -0.55 -2.62  0.24
H -4.37 -0.54 -2.91  0.25
H -5.03 1.10 -2.77  0.25
H -5.16 -0.03 -1.42  0.24
H -1.54 4.27 -1.66  0.23
H -0.73 6.36 -0.60  0.24
H -0.03 6.35 1.76  0.24
H -0.13 4.26 3.08  0.23
H -0.96 2.17 2.01  0.22



The following is a DFT calculation (ωB97M-V/def2-TZVPD) of a cluster of 2 separate species, C27H32BF3O3S in total in a non-equilibrium geometry.

Summary:
F_max in hartree/bohr: 0.07841
E_LUMO in eV: 0.19
SMILES: CO[C@@H](B1OC(C)(C)C(C)(C)O1)c1ccc(C)cc1.Cc1ccc(-c2ccc(C(F)(F)F)cc2)s1
Net charge: 0
HOMO in Eh: -0.292
Energy relative to the best compared isomer or geometry (same formula, charge and spin) in kcal/mol: 0.0
HOMO-LUMO gap in eV: 8.13
Energy in Ha: -1996.482916

Each line ends with the natural charge from an NBO analysis.
Positions of all 67 atoms, in Å:
C 0.53 2.73 3.26  -0.25
O 1.95 2.52 3.25  -0.56
C 2.54 1.71 2.29  -0.21
C 1.75 1.32 1.05  0.04
C 2.10 1.74 -0.23  -0.22
C 1.57 1.10 -1.35  -0.20
C 0.61 0.09 -1.21  -0.03
C 0.15 -0.72 -2.40  -0.63
C 0.15 -0.23 0.07  -0.20
C 0.72 0.37 1.19  -0.27
H 0.31 3.17 4.23  0.19
H 0.26 3.43 2.46  0.18
H -0.03 1.79 3.15  0.17
H 3.55 2.09 2.06  0.21
H 2.84 2.55 -0.32  0.21
H 1.91 1.36 -2.35  0.21
H -0.61 -1.45 -2.09  0.21
H -0.27 -0.08 -3.18  0.22
H 0.99 -1.27 -2.86  0.22
H -0.63 -1.00 0.19  0.21
H 0.33 0.11 2.18  0.23
C 5.52 3.33 6.73  -0.64
C 5.02 3.88 5.44  -0.18
C 5.67 3.92 4.22  -0.26
C 4.88 4.51 3.18  -0.23
C 3.62 4.91 3.60  -0.22
B 2.69 0.06 2.73  1.15
C 2.58 5.53 2.80  0.06
C 2.76 5.81 1.43  -0.21
C 1.79 6.48 0.70  -0.18
C 0.57 6.78 1.30  -0.17
C -0.55 7.33 0.46  0.98
F -1.77 6.99 0.97  -0.33
F -0.53 8.70 0.37  -0.33
F -0.50 6.85 -0.82  -0.33
C 0.36 6.53 2.65  -0.17
C 1.35 5.90 3.39  -0.23
O 3.84 -0.50 2.27  -0.73
C 4.14 -1.56 3.22  0.24
C 3.90 -2.85 2.43  -0.63
C 5.60 -1.37 3.59  -0.63
C 3.09 -1.32 4.42  0.25
C 2.40 -2.53 5.00  -0.63
C 3.67 -0.49 5.57  -0.64
O 2.05 -0.50 3.80  -0.75
S 3.43 4.53 5.30  0.44
H 6.61 3.18 6.69  0.23
H 5.28 4.01 7.56  0.23
H 5.05 2.36 6.94  0.22
H 6.68 3.52 4.08  0.22
H 5.21 4.60 2.16  0.22
H 3.69 5.52 0.94  0.21
H 1.98 6.77 -0.32  0.23
H -0.57 6.83 3.13  0.23
H 1.16 5.69 4.45  0.22
H 4.22 -3.74 2.99  0.21
H 2.84 -2.94 2.16  0.22
H 4.49 -2.79 1.51  0.23
H 5.93 -2.19 4.24  0.21
H 6.21 -1.37 2.68  0.23
H 5.76 -0.42 4.10  0.22
H 3.09 -3.14 5.58  0.21
H 1.60 -2.17 5.66  0.23
H 1.94 -3.15 4.22  0.22
H 4.43 -1.07 6.12  0.21
H 4.12 0.46 5.25  0.22
H 2.86 -0.25 6.28  0.22



Which of these has the lowest F_max?
C27H31N3O4S